6 unconnected molecules or ions with the total composition C14H38NO8, computed with ωB97M-V/def2-TZVPD.

Geometry as XYZ:
```
61
Properties=species:S:1:pos:R:3
C -2.14 -1.28 -1.89
C -1.57 -1.99 -0.62
C -0.50 -3.06 -1.07
C -1.06 -1.03 0.50
C -0.09 0.10 0.02
C -0.29 1.31 1.03
C 1.43 -0.30 0.16
O 1.67 -0.81 1.45
N 2.82 -0.24 2.04
C 2.71 -0.51 3.49
C 4.02 -1.30 3.94
O 4.07 -1.94 4.99
O 5.00 -1.23 3.12
H -2.89 -0.49 -1.67
H -1.35 -0.90 -2.58
H -2.70 -2.04 -2.49
H -2.41 -2.58 -0.17
H -1.02 -3.71 -1.81
H 0.36 -2.59 -1.58
H -0.22 -3.69 -0.20
H -1.94 -0.52 0.97
H -0.62 -1.68 1.30
H -0.31 0.51 -0.98
H -0.46 0.90 2.06
H -1.15 1.96 0.76
H 0.65 1.92 1.12
H 1.70 -1.03 -0.65
H 2.02 0.63 -0.07
H 2.87 0.77 1.90
H 2.60 0.44 4.08
H 1.80 -1.11 3.72
C 2.61 -4.62 0.60
O 1.46 -5.48 0.61
H 3.11 -4.72 -0.36
H 2.29 -3.59 0.74
H 3.29 -4.92 1.40
H 1.04 -5.37 1.47
C -4.55 1.62 -3.42
O -3.15 1.64 -3.13
H -5.09 1.49 -2.48
H -4.85 2.56 -3.88
H -4.78 0.78 -4.08
H -2.69 1.75 -3.97
C 5.53 -0.19 -1.14
O 4.97 0.60 -0.10
H 5.39 0.34 -2.09
H 6.59 -0.34 -0.96
H 5.02 -1.16 -1.19
H 5.10 0.11 0.73
C -7.82 2.70 -1.02
O -7.28 3.50 -2.07
H -7.83 1.66 -1.35
H -7.19 2.78 -0.13
H -8.84 3.02 -0.79
H -7.28 4.41 -1.75
C 2.16 4.63 0.96
O 1.09 4.35 1.85
H 1.79 5.28 0.17
H 2.97 5.14 1.49
H 2.54 3.70 0.52
H 1.43 3.78 2.54
```

Properties
- lowest unoccupied orbital energy (eV) = 1.962
- total charge = -1

---

4 unconnected molecules or ions with the total composition C14H39N8O5P2, computed with ωB97M-V/def2-TZVPD.

Geometry as XYZ:
```
68
Properties=species:S:1:pos:R:3
N 3.26 0.14 -3.07
O 2.44 0.56 -3.93
O 3.50 0.82 -2.05
O 3.80 -0.99 -3.21
O 3.61 -0.68 1.07
P 2.46 -0.99 1.93
N 1.74 0.30 2.72
C 2.37 0.84 3.88
C 1.01 1.26 1.92
N 2.70 -2.11 3.15
C 1.74 -2.42 4.18
C 4.09 -2.45 3.45
N 1.22 -1.55 0.97
C -0.10 -1.90 1.43
C 1.42 -1.52 -0.48
H 2.81 0.06 4.51
H 1.63 1.35 4.52
H 3.16 1.59 3.72
H 0.55 0.73 1.08
H 1.63 2.09 1.60
H 0.13 1.58 2.50
H 1.90 -3.45 4.51
H 1.86 -1.77 5.07
H 0.71 -2.25 3.87
H 4.09 -3.32 4.11
H 4.60 -2.71 2.53
H 4.61 -1.63 3.96
H -0.45 -1.25 2.25
H -0.85 -1.78 0.64
H -0.15 -2.93 1.82
H 1.26 -0.50 -0.88
H 0.71 -2.17 -0.99
H 2.42 -1.81 -0.81
O -2.25 -1.13 -0.83
P -2.83 -0.26 -1.87
N -2.09 -0.48 -3.32
C -0.63 -0.64 -3.34
C -2.79 -0.15 -4.56
N -2.78 1.36 -1.47
C -3.84 2.33 -1.69
C -1.58 1.82 -0.75
N -4.47 -0.55 -2.15
C -5.32 -0.21 -1.00
C -4.69 -1.91 -2.62
H -0.16 -0.07 -4.14
H -0.35 -1.69 -3.32
H -0.20 -0.23 -2.42
H -3.58 0.57 -4.37
H -3.20 -1.05 -5.03
H -2.11 0.28 -5.29
H -4.44 2.50 -0.78
H -3.36 3.29 -1.92
H -4.48 2.07 -2.53
H -1.71 2.89 -0.55
H -1.61 1.43 0.28
H -0.66 1.64 -1.29
H -4.75 -0.13 -0.08
H -5.87 0.72 -1.20
H -6.09 -0.97 -0.87
H -5.74 -2.18 -2.56
H -4.14 -2.65 -2.01
H -4.35 -2.05 -3.65
C 3.91 4.41 1.86
C 4.30 3.32 0.97
N 4.60 2.46 0.28
H 2.91 4.24 2.26
H 3.85 5.34 1.31
H 4.60 4.51 2.69
```

Properties
- energy above the lowest of the compared OMol25 structures with the same formula, charge and spin (eV) = 0.000
- lowest unoccupied orbital energy (eV) = 2.487
- total charge = -1

---

A molecular structure, C14H3Cl48InN2O3, computed with ωB97M-V/def2-TZVPD.

Geometry as XYZ:
```
71
Properties=species:S:1:pos:R:3
N 0.54 -1.09 3.77
C -0.59 -0.73 3.20
O -2.00 -0.29 2.97
In -3.11 -1.96 2.35
N -5.03 -1.85 3.30
C -2.16 -3.95 2.86
O -1.73 -4.87 1.98
O -1.98 -4.27 4.30
H -3.26 -1.88 0.57
H -5.78 -1.52 2.63
H -5.31 -2.73 3.77
C -3.88 1.10 -1.54
Cl -5.42 0.26 -1.86
Cl -3.13 0.42 -0.07
Cl -2.78 0.88 -2.92
Cl -4.19 2.84 -1.29
C 2.12 1.00 6.73
Cl 2.71 1.99 8.09
Cl 3.48 0.08 6.04
Cl 0.87 -0.13 7.32
Cl 1.42 2.07 5.49
C 0.62 -0.91 -2.27
Cl 0.31 -0.85 -0.51
Cl 1.00 0.72 -2.86
Cl 1.99 -2.00 -2.59
Cl -0.84 -1.52 -3.10
C -2.68 3.37 3.79
Cl -2.95 2.33 2.37
Cl -4.14 3.36 4.81
Cl -1.30 2.75 4.73
Cl -2.34 5.03 3.26
C 2.72 -0.26 -6.48
Cl 2.52 0.47 -8.09
Cl 1.12 -0.76 -5.85
Cl 3.78 -1.68 -6.59
Cl 3.44 0.94 -5.37
C 6.92 0.02 -3.77
Cl 6.72 0.74 -5.38
Cl 5.32 -0.48 -3.14
Cl 7.98 -1.41 -3.88
Cl 7.64 1.21 -2.66
C -7.48 -5.14 3.70
Cl -8.93 -4.52 4.54
Cl -7.69 -6.87 3.35
Cl -7.26 -4.25 2.17
Cl -6.05 -4.90 4.73
C 1.07 4.58 0.52
Cl 1.34 4.00 2.19
Cl 2.38 3.98 -0.53
Cl -0.49 3.97 -0.07
Cl 1.06 6.36 0.51
C 1.67 0.10 11.42
Cl 1.94 -0.48 13.08
Cl 2.98 -0.49 10.36
Cl 0.11 -0.50 10.82
Cl 1.66 1.88 11.40
C -5.53 -1.58 -5.53
Cl -5.79 -2.62 -6.96
Cl -6.99 -1.59 -4.51
Cl -4.14 -2.20 -4.59
Cl -5.19 0.08 -6.07
C 1.07 4.71 -5.10
Cl 2.12 6.10 -5.48
Cl -0.63 5.18 -5.34
Cl 1.47 3.36 -6.19
Cl 1.33 4.21 -3.41
C 9.47 -1.96 -7.82
Cl 9.83 -2.90 -9.29
Cl 10.42 -0.46 -7.83
Cl 7.74 -1.57 -7.77
Cl 9.90 -2.92 -6.38
```

Properties
- energy above the lowest of the compared OMol25 structures with the same formula, charge and spin (eV) = 2.421
- lowest unoccupied orbital energy (eV) = 1.986
- total charge = -2

---

A molecular structure, C14H40N3O7V, computed with ωB97M-V/def2-TZVPD.

Geometry as XYZ:
```
65
Properties=species:S:1:pos:R:3
O -13.49 25.73 20.99
V -13.29 25.77 22.60
O -11.27 25.57 22.51
H -10.68 26.21 22.05
O -15.38 26.23 22.75
H -15.13 26.71 23.56
C -16.08 28.03 18.19
C -16.07 26.81 19.17
O -17.26 26.43 19.84
H -16.55 27.62 17.29
H -15.04 28.22 17.93
H -16.56 28.94 18.53
H -15.36 27.11 19.93
H -15.73 25.86 18.77
C -12.90 30.33 21.59
C -12.61 28.86 21.26
C -11.17 28.52 20.70
O -10.87 29.37 19.54
C -11.71 29.05 18.41
N -12.89 28.16 22.47
H -13.93 30.57 21.85
H -12.68 30.98 20.74
H -12.27 30.67 22.41
H -13.42 28.71 20.54
H -11.27 27.47 20.43
H -10.38 28.61 21.45
H -11.78 28.04 18.01
H -11.37 29.65 17.57
H -12.72 29.41 18.62
H -12.15 28.33 23.13
H -13.60 28.75 22.89
C -13.56 23.40 18.66
C -12.80 23.77 17.51
C -13.74 24.52 16.47
O -13.30 24.70 15.12
C -13.27 23.55 14.22
N -11.70 24.58 17.90
H -14.02 24.32 19.03
H -12.99 23.18 19.56
H -14.40 22.77 18.37
H -12.50 22.88 16.95
H -13.94 25.50 16.92
H -14.72 24.05 16.36
H -12.56 22.82 14.59
H -12.89 23.78 13.22
H -14.19 22.98 14.08
H -10.89 24.54 17.30
H -11.37 24.18 18.77
C -14.31 22.46 25.17
C -14.32 23.80 24.54
C -13.67 24.85 25.57
O -13.43 26.13 24.91
C -13.01 27.12 25.86
N -13.43 23.70 23.35
H -14.76 22.42 26.16
H -13.30 22.10 25.36
H -14.80 21.71 24.56
H -15.30 24.17 24.23
H -12.74 24.40 25.95
H -14.38 25.05 26.37
H -11.95 27.09 26.13
H -13.68 27.17 26.71
H -13.20 28.09 25.39
H -13.77 22.91 22.84
H -12.48 23.42 23.55
```

Properties
- lowest unoccupied orbital energy (alpha / beta) (eV) = 1.945 / 1.944
- 2S+1 = 2
- total charge = -1

---

A molecular structure, C14H42BF4KO7, computed with ωB97M-V/def2-TZVPD.

Geometry as XYZ:
```
69
Properties=species:S:1:pos:R:3
K 3.49 -0.20 1.32
B 0.39 0.09 0.66
F 1.21 -1.02 0.30
F -0.94 -0.20 0.36
F 0.67 0.45 2.00
F 0.79 1.13 -0.18
C -1.30 1.30 -4.23
C -0.77 1.32 -2.81
O -0.30 -0.01 -2.63
H -0.45 1.06 -4.89
H -1.57 2.24 -4.71
H -2.03 0.51 -4.40
H -1.56 1.60 -2.10
H -0.03 2.12 -2.65
H 0.17 -0.06 -1.79
C -1.24 -3.89 3.50
C -0.92 -3.33 2.15
O -1.62 -3.97 1.08
H -1.30 -4.99 3.44
H -2.21 -3.64 3.94
H -0.47 -3.71 4.25
H 0.16 -3.33 1.96
H -1.25 -2.29 2.06
H -1.36 -3.55 0.26
C 3.35 1.94 -2.13
C 4.00 0.60 -2.42
O 4.90 0.33 -1.33
H 2.76 1.89 -1.20
H 2.67 2.23 -2.92
H 4.16 2.64 -1.96
H 4.62 0.68 -3.32
H 3.34 -0.24 -2.64
H 5.45 -0.44 -1.51
C -3.96 -0.38 -1.37
C -5.26 -0.79 -0.67
O -5.70 -2.11 -1.06
H -4.20 -0.10 -2.41
H -3.15 -1.10 -1.44
H -3.62 0.58 -0.97
H -6.04 -0.10 -1.02
H -5.27 -0.66 0.41
H -5.36 -2.19 -1.95
C 0.29 6.51 -0.26
C 1.22 5.35 -0.50
O 0.95 4.34 0.47
H 0.56 7.39 -0.84
H 0.31 6.77 0.81
H -0.75 6.21 -0.42
H 2.26 5.70 -0.55
H 1.02 4.92 -1.50
H 1.54 3.61 0.27
C 4.28 -4.57 1.54
C 3.87 -3.74 0.36
O 4.58 -2.50 0.25
H 5.34 -4.80 1.50
H 3.64 -5.45 1.65
H 4.07 -4.05 2.49
H 2.82 -3.44 0.45
H 3.97 -4.33 -0.56
H 5.18 -2.52 -0.50
C -2.93 -0.10 3.80
C -3.13 0.85 2.64
O -1.95 1.57 2.36
H -2.69 0.47 4.70
H -2.17 -0.87 3.69
H -3.87 -0.57 4.12
H -3.93 1.55 2.92
H -3.52 0.33 1.76
H -1.24 0.92 2.34
```

Properties
- energy above the lowest of the compared OMol25 structures with the same formula, charge and spin (eV) = 1.504
- lowest unoccupied orbital energy (eV) = -0.723
- total charge = 0

---

A molecular structure, C14H42CaFO7, computed with ωB97M-V/def2-TZVPD.

Geometry as XYZ:
```
65
Properties=species:S:1:pos:R:3
Ca 2.16 0.76 0.10
F -0.10 0.67 0.10
C -1.41 -4.07 -0.03
C -1.62 -2.58 0.17
O -0.62 -1.86 -0.56
H -2.18 -4.63 0.50
H -0.44 -4.37 0.35
H -1.46 -4.32 -1.09
H -1.57 -2.31 1.24
H -2.62 -2.28 -0.17
H -0.66 -0.89 -0.35
C 1.62 -2.77 2.38
C 2.53 -1.57 2.40
O 1.80 -0.35 2.11
H 2.16 -3.71 2.29
H 0.95 -2.67 1.53
H 1.01 -2.84 3.28
H 3.35 -1.66 1.69
H 2.98 -1.48 3.40
H 1.12 -0.25 2.79
C 0.21 0.65 -3.58
C 1.01 1.75 -2.92
O 2.20 1.21 -2.23
H -0.69 1.06 -4.01
H -0.03 -0.13 -2.85
H 0.79 0.19 -4.38
H 0.42 2.25 -2.16
H 1.34 2.47 -3.67
H 2.93 1.10 -2.84
C -2.74 2.79 1.72
C -2.32 1.78 2.77
O -2.01 0.51 2.22
H -3.64 2.44 1.21
H -1.98 2.95 0.96
H -2.96 3.76 2.18
H -3.16 1.62 3.44
H -1.48 2.15 3.37
H -1.37 0.59 1.50
C 1.81 3.98 2.95
C 0.92 3.21 1.99
O 1.55 2.97 0.72
H 1.26 4.22 3.86
H 2.13 4.92 2.48
H 2.71 3.44 3.25
H -0.02 3.74 1.86
H 0.67 2.22 2.38
H 1.61 3.78 0.20
C -4.10 0.69 -2.63
C -2.89 0.48 -1.77
O -2.17 1.69 -1.67
H -3.83 1.18 -3.56
H -4.82 1.34 -2.12
H -4.61 -0.26 -2.79
H -2.28 -0.33 -2.20
H -3.19 0.11 -0.78
H -1.40 1.53 -1.09
C 2.81 -3.65 -1.50
C 2.68 -2.20 -1.88
O 2.09 -1.42 -0.81
H 3.56 -3.76 -0.71
H 3.17 -4.25 -2.34
H 1.86 -4.05 -1.16
H 2.13 -2.06 -2.81
H 3.69 -1.78 -2.03
H 1.13 -1.71 -0.72
```

Properties
- energy above the lowest of the compared OMol25 structures with the same formula, charge and spin (eV) = 0.000
- lowest unoccupied orbital energy (eV) = -3.357
- total charge = +1

---

8 unconnected molecules or ions with the total composition C14H42ClO11S7, computed with ωB97M-V/def2-TZVPD.

Geometry as XYZ:
```
75
Properties=species:S:1:pos:R:3
Cl -0.34 -0.02 1.02
O -1.18 0.77 0.17
O -0.19 0.61 2.31
O -0.93 -1.34 1.20
O 0.99 -0.19 0.46
C -4.83 2.47 -0.72
S -3.95 2.12 -2.24
O -4.72 2.67 -3.38
C -2.54 3.18 -1.92
H -4.21 2.04 0.07
H -5.79 1.95 -0.72
H -4.96 3.53 -0.55
H -1.88 2.69 -1.20
H -2.89 4.17 -1.61
H -2.06 3.26 -2.89
C -2.19 -0.59 -5.14
S -0.66 0.07 -4.48
O -0.72 1.55 -4.54
C -1.05 -0.42 -2.80
H -2.19 -1.66 -4.97
H -2.20 -0.46 -6.23
H -3.04 -0.09 -4.69
H -0.18 -0.37 -2.14
H -1.37 -1.46 -2.83
H -1.89 0.17 -2.44
C -1.01 2.72 4.82
S -1.35 4.34 4.14
O -2.57 4.82 4.84
C -1.87 3.77 2.53
H -1.62 1.97 4.32
H -1.26 2.76 5.88
H 0.05 2.47 4.71
H -1.63 4.46 1.72
H -2.96 3.68 2.57
H -1.47 2.79 2.26
C 2.35 -2.70 2.97
S 1.40 -3.91 3.87
O 2.05 -4.10 5.19
C -0.02 -2.85 4.23
H 1.99 -2.54 1.95
H 3.39 -3.00 2.95
H 2.32 -1.68 3.37
H -0.41 -2.27 3.40
H 0.43 -2.17 4.96
H -0.71 -3.52 4.73
C -1.98 -4.85 1.46
S -2.68 -5.00 -0.16
O -4.01 -4.35 -0.13
C -1.51 -3.91 -0.95
H -2.57 -5.49 2.12
H -1.98 -3.83 1.84
H -0.94 -5.19 1.48
H -0.56 -4.45 -0.93
H -1.36 -2.95 -0.44
H -1.84 -3.72 -1.97
C 2.29 1.76 -1.90
S 3.00 3.41 -1.94
O 4.27 3.31 -1.17
C 3.43 3.37 -3.68
H 3.00 1.18 -2.50
H 1.31 1.80 -2.38
H 2.26 1.38 -0.89
H 3.92 4.31 -3.94
H 2.54 3.28 -4.30
H 4.10 2.53 -3.86
C 4.76 -2.50 0.21
S 5.31 -1.26 -0.98
O 4.34 -1.34 -2.11
C 4.79 0.12 0.08
H 4.89 -2.20 1.24
H 5.26 -3.44 -0.03
H 3.71 -2.68 -0.05
H 5.48 0.09 0.92
H 3.74 -0.11 0.23
H 4.93 1.07 -0.43
```

Properties
- energy above the lowest of the compared OMol25 structures with the same formula, charge and spin (eV) = 0.078
- lowest unoccupied orbital energy (eV) = 2.130
- total charge = -1

---

Number 1: DFT total energy -33001.1403 eV. Number 2: DFT total energy -55886.3472 eV. Number 3: DFT total energy -629931.5219 eV. Number 4: DFT total energy -59653.0849 eV. Number 5: DFT total energy -57408.7036 eV. Number 6: DFT total energy -50686.2983 eV. Number 7: DFT total energy -126080.9400 eV.